DFT (wB97M-V/def2-TZVPD) results for a molecular structure, C25H29F10N3ORuS4 at a distorted geometry.

The highest occupied orbital energy (spin up / spin down) is -9.2 / -10.5 eV. The net charge is +1. The total energy is -105993.089 eV. The calculation puts the LUMO energy (spin up / spin down) at -2.39 / -4.38 eV. As for the spin multiplicity: 6.

XYZ file:
```
73
Properties=species:S:1:pos:R:3:lowdin_spin:R:1
Ru 1.42 0.00 -0.41 1.624
C 3.03 -0.10 -3.25 0.008
C 2.72 -1.56 -2.90 0.015
S 1.43 -1.89 -1.60 0.068
C -0.16 -1.97 -2.69 0.011
C -0.62 -0.65 -3.20 0.004
S -0.36 0.47 -1.84 0.069
C -0.08 2.10 -2.55 0.014
C 1.36 2.30 -2.84 0.023
S 2.54 1.17 -1.97 0.135
H 4.11 0.05 -3.43 0.003
H 2.46 0.17 -4.18 0.001
H 2.33 -2.15 -3.73 -0.001
H 3.63 -2.06 -2.46 0.000
H 0.00 -2.72 -3.52 0.003
H -0.81 -2.36 -1.89 0.001
H -0.03 -0.28 -4.05 0.000
H -1.70 -0.63 -3.37 0.002
H -0.86 2.23 -3.33 0.001
H -0.44 2.74 -1.68 0.000
H 1.61 2.30 -3.90 0.004
H 1.74 3.25 -2.45 0.002
C 0.18 0.24 2.58 0.020
N 0.09 0.98 1.30 0.135
C -2.32 1.16 1.95 0.007
C -3.20 -0.09 1.87 0.056
N -2.68 -1.11 2.75 0.469
C -3.03 -2.37 2.54 0.031
C -4.24 -2.86 2.00 0.128
F -5.27 -2.01 1.95 0.040
C -4.40 -4.10 1.35 -0.023
F -5.59 -4.50 0.78 -0.014
C -3.30 -4.94 1.46 0.133
F -3.40 -6.19 0.94 0.041
C -2.23 -4.65 2.28 -0.013
F -1.24 -5.55 2.22 -0.013
C -2.08 -3.41 2.77 0.098
F -0.93 -2.99 3.26 0.026
C 0.86 2.29 1.40 0.067
C 2.14 1.94 0.82 0.392
N 2.86 -0.58 0.65 0.720
C 3.90 -1.28 0.93 0.071
C 5.08 -1.34 0.12 0.146
F 5.25 -0.66 -1.02 0.037
C 6.20 -2.00 0.54 -0.019
F 7.34 -2.03 -0.19 -0.016
C 6.11 -2.79 1.72 0.219
F 7.22 -3.15 2.45 0.056
C 4.87 -2.93 2.43 -0.018
F 4.82 -3.75 3.45 -0.019
C 3.82 -2.19 2.04 0.124
F 2.69 -2.04 2.80 0.031
H -0.12 0.77 3.48 0.003
H 1.23 -0.12 2.72 0.002
H -0.49 -0.65 2.44 0.004
H -3.01 2.00 1.76 0.001
H -1.91 1.30 2.97 0.000
H -3.12 -0.46 0.82 0.014
H -4.22 0.31 2.05 0.019
H 0.86 2.68 2.47 0.009
H 0.21 2.96 0.78 0.001
H 2.85 1.43 1.47 0.018
H 2.61 2.68 0.18 0.014
C -2.84 4.92 -0.59 0.000
S -3.45 5.36 -2.20 0.000
C -5.20 5.94 -1.89 0.000
O -1.30 1.23 0.93 0.017
H -3.45 4.04 -0.30 0.000
H -2.94 5.66 0.21 0.000
H -1.75 4.59 -0.70 0.000
H -5.30 6.63 -1.07 0.000
H -5.77 5.01 -1.57 0.000
H -5.73 6.23 -2.83 0.000
```

DFT (wB97M-V/def2-TZVPD) results for a molecular structure, C25H29F10N4O5Sc.

The highest occupied orbital energy is -7.5 eV. The total energy is -90470.368 eV. The calculation puts the LUMO energy at 0.34 eV.

XYZ file:
```
74
Properties=species:S:1:pos:R:3:mulliken_charge:R:1
Sc 0.06 0.31 0.08 -2.017
C 3.37 0.01 0.37 -1.124
O 2.26 -0.12 -0.52 0.338
C 2.48 -1.07 -1.56 -0.898
C 1.41 -0.87 -2.60 -0.716
O 0.15 -0.98 -1.94 0.354
C -0.94 -1.15 -2.86 -0.915
C -1.34 0.11 -3.60 -0.492
O -2.22 0.86 -2.79 -0.359
C -2.49 2.13 -3.34 -0.605
H 3.50 -0.91 0.95 0.275
H 3.15 0.84 1.02 0.251
H 4.27 0.21 -0.21 0.442
H 2.47 -2.08 -1.15 0.264
H 3.46 -0.88 -2.02 0.652
H 1.50 -1.65 -3.36 0.634
H 1.51 0.12 -3.05 0.188
H -1.78 -1.51 -2.27 0.246
H -0.66 -1.92 -3.58 0.446
H -1.84 -0.17 -4.53 0.709
H -0.45 0.70 -3.85 0.125
H -2.85 2.05 -4.37 0.410
H -1.59 2.75 -3.31 0.014
H -3.27 2.59 -2.73 0.256
C -1.43 3.23 0.40 -1.471
N -1.53 1.86 0.92 1.517
C -1.34 1.88 2.39 -1.059
C 0.15 1.78 2.70 -0.749
N 0.61 0.51 2.11 1.608
C 1.30 -0.30 2.99 -0.427
C 0.85 -1.58 3.35 -0.204
F -0.35 -2.01 2.93 -0.347
C 1.56 -2.42 4.19 0.218
F 1.08 -3.63 4.50 -0.331
C 2.75 -1.99 4.75 0.608
F 3.44 -2.79 5.57 -0.316
C 3.21 -0.72 4.46 0.377
F 4.36 -0.29 5.00 -0.324
C 2.49 0.09 3.60 0.188
F 2.99 1.31 3.34 -0.410
C -2.84 1.30 0.54 -1.029
C -2.93 -0.19 0.77 -0.914
N -1.74 -0.83 0.23 2.228
C -1.70 -2.20 0.21 -0.359
C -2.76 -3.11 0.09 0.752
F -4.03 -2.69 -0.03 -0.362
C -2.56 -4.49 0.05 0.251
F -3.62 -5.29 -0.08 -0.319
C -1.29 -5.03 0.11 0.533
F -1.11 -6.36 0.05 -0.336
C -0.22 -4.17 0.22 -0.256
F 1.03 -4.65 0.30 -0.327
C -0.45 -2.82 0.27 -0.665
F 0.63 -2.00 0.46 0.045
H -2.24 3.85 0.81 0.388
H -1.51 3.22 -0.68 0.099
H -0.47 3.66 0.68 0.412
H -1.84 1.02 2.82 0.299
H -1.79 2.79 2.80 0.329
H 0.29 1.78 3.78 0.733
H 0.69 2.63 2.29 0.208
H -2.97 1.49 -0.52 0.117
H -3.64 1.82 1.08 0.344
H -3.85 -0.52 0.29 0.458
H -3.04 -0.42 1.84 0.383
N 1.63 2.83 -3.55 -0.425
C 1.88 3.35 -2.21 -1.155
C 1.21 2.50 -1.14 0.626
O 1.56 2.59 0.04 -0.551
O 0.28 1.71 -1.51 0.056
H 1.99 3.47 -4.25 0.299
H 0.64 2.74 -3.70 0.074
H 1.53 4.38 -2.04 0.339
H 2.95 3.35 -2.00 0.368
```

DFT (wB97M-V/def2-TZVPD) results for a molecular structure, C25H29F2N5O2Re.

The highest occupied orbital energy (spin up / spin down) is -14.0 / -14.1 eV. The net charge is +2. The total energy is -45492.417 eV. The calculation puts the LUMO energy (spin up / spin down) at -6.27 / -7.31 eV. As for the spin multiplicity: 4.

XYZ file:
```
64
Properties=species:S:1:pos:R:3:lowdin_spin:R:1
Re -1.16 1.50 0.17 2.469
C -3.09 5.82 -0.47 0.001
O -3.91 4.65 -0.14 0.006
C -3.32 3.51 -0.03 0.016
O -2.08 3.34 -0.21 0.074
N -4.11 2.49 0.30 0.004
N -3.52 1.22 0.42 0.023
H -3.81 6.62 -0.61 0.000
H -2.53 5.63 -1.38 0.000
H -2.44 6.03 0.37 0.000
H -5.10 2.62 0.47 0.000
H -3.93 0.57 -0.24 0.003
H -3.67 0.86 1.37 0.004
C 2.04 -2.02 -2.63 0.000
C 2.62 -2.84 -1.51 0.002
C 3.83 -3.52 -1.69 0.000
C 4.35 -4.34 -0.70 0.001
C 3.68 -4.51 0.50 0.000
C 2.50 -3.83 0.72 0.001
C 1.99 -3.00 -0.27 0.002
N 0.74 -2.32 0.00 0.027
C 0.61 -0.99 0.05 0.027
N 1.72 -0.25 0.01 0.018
C 1.86 1.14 -0.19 0.052
C 0.76 2.01 -0.24 0.009
C 1.01 3.38 -0.49 0.062
C 2.29 3.84 -0.67 -0.001
C 3.36 2.95 -0.58 0.066
C 3.17 1.60 -0.33 -0.001
C 4.35 0.66 -0.23 -0.003
N -0.60 -0.42 0.17 0.070
C -1.78 -1.26 0.13 0.019
C -2.42 -1.44 -1.10 0.012
C -3.61 -2.14 -1.16 0.000
C -4.16 -2.66 0.00 0.009
C -3.51 -2.49 1.22 0.000
C -2.30 -1.79 1.31 0.010
C -1.59 -1.68 2.64 0.001
H 2.27 -2.49 -3.59 0.000
H 2.46 -1.01 -2.67 0.000
H 0.96 -1.93 -2.56 0.000
H 4.34 -3.42 -2.64 0.000
H 5.29 -4.86 -0.88 0.000
H 4.08 -5.16 1.27 0.000
H 1.97 -3.93 1.66 0.000
H -0.07 -2.88 0.21 0.001
H 2.58 -0.79 -0.02 0.000
H 0.19 4.08 -0.52 0.002
H 2.48 4.89 -0.87 -0.001
H 4.37 3.32 -0.70 0.003
H 5.28 1.21 -0.28 0.000
H 4.36 -0.07 -1.05 -0.001
H 4.35 0.10 0.71 -0.001
H -1.96 -1.03 -1.99 0.001
H -4.10 -2.29 -2.12 0.000
H -5.09 -3.21 -0.03 0.000
H -3.94 -2.91 2.12 0.000
H -2.30 -1.69 3.46 0.000
H -0.99 -0.77 2.71 0.000
H -0.92 -2.53 2.78 0.000
F -2.08 1.61 2.82 0.018
C -0.90 2.00 2.19 -0.014
F -0.80 3.34 2.32 0.007
H -0.07 1.52 2.71 0.000
```

DFT (wB97M-V/def2-TZVPD) results for a molecular structure, C25H29InN3O4S5Sb at a distorted geometry.

The highest occupied orbital energy (spin up / spin down) is -2.7 / -2.9 eV. The net charge is -1. The total energy is -104939.347 eV. The calculation puts the LUMO energy (spin up / spin down) at 2.04 / 1.96 eV. As for the spin multiplicity: 2.

XYZ file:
```
68
Properties=species:S:1:pos:R:3:lowdin_spin:R:1
In -0.83 1.01 -0.96 0.012
N -2.52 1.02 2.81 0.051
C -1.65 1.05 3.91 0.027
C -2.17 1.04 5.21 0.011
C -1.32 1.02 6.32 0.016
C 0.06 1.02 6.14 0.023
C 0.58 1.02 4.84 0.007
C -0.27 1.03 3.73 0.033
S 0.44 1.02 2.10 0.033
N -0.87 1.01 1.08 0.124
C -2.11 1.01 1.48 0.221
C -3.23 0.98 0.39 0.058
C -4.58 0.94 0.74 0.051
C -5.56 0.94 -0.26 0.015
C -5.17 0.98 -1.59 0.074
C -3.82 1.00 -1.87 0.002
N -2.86 1.01 -0.93 0.083
H -3.48 1.22 3.04 0.002
H -3.24 1.03 5.38 0.000
H -1.73 1.01 7.33 0.001
H 0.73 1.00 6.99 0.001
H 1.66 1.00 4.71 0.000
H -4.92 0.89 1.77 0.004
H -6.61 0.91 0.00 -0.001
H -5.91 0.98 -2.39 0.005
H -3.46 1.03 -2.90 -0.001
S -2.81 3.56 -3.51 0.046
Sb -0.78 3.46 -3.41 0.001
S -0.83 3.44 -0.97 0.109
S -0.83 1.01 -3.39 0.009
C 4.54 -1.15 1.11 0.000
C 3.87 -0.42 -0.05 0.000
C 2.58 0.25 0.40 -0.001
S 1.64 1.01 -0.96 -0.008
O 1.57 0.02 -2.09 -0.004
C 2.80 2.34 -1.40 -0.001
C 3.57 2.05 -2.68 0.000
C 4.56 3.17 -2.99 0.000
H 5.47 -1.62 0.78 0.000
H 3.89 -1.92 1.52 0.000
H 4.79 -0.45 1.92 0.000
H 3.67 -1.14 -0.85 0.000
H 4.57 0.31 -0.45 0.000
H 2.78 1.03 1.15 0.000
H 1.91 -0.48 0.86 0.000
H 3.47 2.53 -0.56 0.000
H 2.19 3.24 -1.53 0.000
H 2.88 1.94 -3.52 0.000
H 4.12 1.10 -2.60 0.000
H 4.04 4.12 -3.12 0.000
H 5.09 2.95 -3.92 0.000
H 5.29 3.28 -2.19 0.000
O -0.98 -3.29 0.54 0.000
C -0.86 -3.95 -0.65 0.000
C -0.86 -5.35 -0.62 0.000
C -0.75 -6.09 -1.80 0.000
C -0.62 -5.42 -3.02 0.000
C -0.62 -4.02 -3.04 0.000
C -0.74 -3.25 -1.86 0.000
C -0.73 -1.73 -2.00 0.000
O -0.61 -1.27 -3.18 0.000
O -0.83 -1.00 -0.96 0.002
H -1.05 -3.93 1.26 0.000
H -0.96 -5.88 0.32 0.000
H -0.75 -7.17 -1.78 0.000
H -0.53 -5.97 -3.94 0.000
H -0.52 -3.51 -4.00 0.000
H 0.21 2.05 0.08 -0.002
```

DFT (wB97M-V/def2-TZVPD) results for 2 unconnected molecules or ions with the total composition C25H29N2 at a distorted geometry.

The highest occupied orbital energy is -10.6 eV. The net charge is +1. The total energy is -29368.548 eV. The calculation puts the LUMO energy at -4.90 eV.

XYZ file:
```
56
Properties=species:S:1:pos:R:3:mulliken_charge:R:1
C -5.19 2.42 1.86 -0.477
C -4.53 2.53 3.09 -0.673
C -3.26 1.97 3.25 -0.360
C -2.65 1.28 2.20 -0.132
C -1.25 0.70 2.39 0.342
C -0.14 1.70 2.07 -0.256
C 1.05 1.66 2.79 -0.133
C 2.06 2.59 2.53 -0.717
C 1.89 3.56 1.54 -0.448
C 0.70 3.59 0.80 -0.840
C -0.32 2.66 1.07 -0.158
C -1.04 -0.60 1.59 -0.015
C -2.09 -1.69 1.89 -0.701
C -1.33 -3.00 1.68 -0.549
C 0.14 -2.66 1.96 -0.774
N 0.21 -1.22 1.83 -0.170
C -3.30 1.18 0.97 0.239
C -4.57 1.75 0.80 -0.896
H -6.18 2.85 1.73 0.386
H -4.99 3.06 3.92 0.402
H -2.72 2.06 4.20 0.400
H -1.15 0.42 3.46 0.619
H 1.17 0.91 3.57 0.410
H 2.98 2.56 3.12 0.400
H 2.68 4.29 1.33 0.405
H 0.54 4.34 0.03 0.426
H -1.25 2.71 0.52 0.403
H -1.08 -0.31 0.51 -0.046
H -2.40 -1.60 2.94 0.427
H -2.97 -1.56 1.25 0.391
H -1.70 -3.82 2.31 0.404
H -1.42 -3.29 0.62 0.174
H 0.38 -2.95 2.99 0.332
H 0.86 -3.17 1.30 0.239
H 1.06 -0.79 1.48 0.264
H -2.81 0.68 0.13 0.332
H -5.06 1.66 -0.17 0.381
C 3.42 -2.10 -1.48 -0.830
N 2.26 -2.04 -2.38 0.348
C 2.40 -1.41 -3.68 -0.072
C 2.17 -0.04 -3.81 -0.244
C 2.32 0.57 -5.06 -0.642
C 2.70 -0.20 -6.18 -0.404
C 2.93 -1.57 -6.03 -0.631
C 2.79 -2.18 -4.78 -0.153
C 1.13 -2.56 -1.96 -0.110
H 4.26 -1.61 -1.98 0.315
H 3.19 -1.59 -0.54 0.323
H 3.66 -3.15 -1.25 0.397
H 1.89 0.53 -2.93 0.519
H 2.14 1.64 -5.16 0.381
H 2.80 0.28 -7.15 0.411
H 3.24 -2.17 -6.89 0.379
H 2.98 -3.24 -4.64 0.401
H 0.27 -2.54 -2.64 0.331
H 1.14 -3.07 -1.00 0.250
```

DFT (wB97M-V/def2-TZVPD) results for a molecular structure, C25H29N2PReSbSe4Te at a distorted geometry.

The highest occupied orbital energy (spin up / spin down) is -16.7 / -16.7 eV. The net charge is +3. The total energy is -315984.509 eV. The calculation puts the LUMO energy (spin up / spin down) at -9.94 / -10.92 eV. As for the spin multiplicity: 2.

XYZ file:
```
64
Properties=species:S:1:pos:R:3:lowdin_spin:R:1
Re 0.40 0.38 0.09 0.000
C 1.67 -3.01 4.40 0.000
C 1.79 -2.29 3.10 0.000
C 2.84 -2.24 2.18 0.000
C 2.42 -1.42 1.16 0.000
N 1.16 -0.97 1.42 0.000
N 0.81 -1.51 2.62 0.000
C 3.08 -0.96 -0.09 0.000
H 2.24 -3.93 4.36 0.000
H 0.63 -3.23 4.64 0.000
H 2.09 -2.39 5.20 0.000
H 3.78 -2.76 2.27 0.000
H -0.11 -1.39 2.99 0.000
H 3.54 -1.79 -0.63 0.000
H 3.84 -0.22 0.11 0.000
H 2.36 -0.52 -0.81 0.000
C -2.00 0.20 2.63 0.000
P -1.59 1.16 1.14 0.000
C -3.11 1.02 0.16 0.000
C -1.53 2.88 1.66 0.000
C -1.26 3.25 2.98 0.000
C -1.22 4.59 3.33 0.000
C -1.47 5.57 2.38 0.000
C -1.74 5.21 1.07 0.000
C -1.78 3.88 0.70 0.000
H -1.23 0.31 3.39 0.000
H -2.13 -0.84 2.35 0.000
H -2.94 0.56 3.05 0.000
H -3.94 1.43 0.74 0.000
H -3.32 -0.03 -0.06 0.000
H -3.03 1.58 -0.77 0.000
H -1.08 2.50 3.74 0.000
H -1.03 4.86 4.36 0.000
H -1.46 6.61 2.67 0.000
H -1.96 5.98 0.33 0.000
H -2.03 3.62 -0.32 0.000
Se 4.57 6.03 -3.21 -0.001
Sb 3.90 4.72 -1.45 0.039
Se 3.11 2.37 -1.45 0.031
Se 4.11 5.46 0.88 0.926
Se 1.10 2.48 0.04 0.004
Te -0.67 0.11 -2.37 0.000
C 0.87 -0.88 -3.39 0.000
C 1.48 -0.18 -4.43 0.000
C 2.49 -0.80 -5.15 0.000
C 2.88 -2.09 -4.84 0.000
C 2.26 -2.78 -3.81 0.000
C 1.25 -2.18 -3.07 0.000
C -1.87 -1.52 -1.79 0.000
C -1.48 -2.31 -0.72 0.000
C -2.32 -3.33 -0.29 0.000
C -3.53 -3.55 -0.94 0.000
C -3.90 -2.76 -2.01 0.000
C -3.08 -1.73 -2.45 0.000
H 1.16 0.82 -4.69 0.000
H 2.97 -0.27 -5.97 0.000
H 3.67 -2.57 -5.42 0.000
H 2.55 -3.80 -3.59 0.000
H 0.74 -2.74 -2.30 0.000
H -0.51 -2.19 -0.24 0.000
H -2.03 -3.97 0.54 0.000
H -4.18 -4.35 -0.61 0.000
H -4.84 -2.94 -2.52 0.000
H -3.38 -1.11 -3.28 0.000
```

DFT (wB97M-V/def2-TZVPD) results for a single C25H29N3O2 molecule.

The highest occupied orbital energy is -8.2 eV. The SMILES is CCOC(=O)C1(Cc2ccccc2)CCN(Cc2cnn(-c3ccccc3)c2)CC1. The total energy is -34961.402 eV. The calculation puts the LUMO energy at 0.69 eV.

XYZ file:
```
59
Properties=species:S:1:pos:R:3:mulliken_charge:R:1
C -1.78 -3.30 4.58 -1.237
C -2.77 -3.51 3.44 -0.215
H -3.15 -4.54 3.44 0.372
H -3.59 -2.80 3.53 0.320
O -2.14 -3.35 2.17 -0.217
C -2.01 -2.09 1.72 -0.351
O -2.40 -1.13 2.32 -0.615
C -1.35 -2.06 0.35 2.218
C -0.10 -2.96 0.33 -1.269
C 0.99 -2.37 1.23 -1.169
N 1.37 -1.02 0.89 0.105
C 0.21 -0.15 0.90 -1.435
C -0.94 -0.62 0.01 -0.923
H -1.80 0.04 0.16 0.577
H -0.65 -0.57 -1.04 0.407
H 0.53 0.85 0.59 0.487
H -0.14 -0.09 1.94 0.448
C 2.18 -0.92 -0.32 -0.580
C 2.82 0.43 -0.39 -0.106
C 2.83 1.32 -1.44 -0.160
N 3.55 2.40 -1.05 0.808
N 3.99 2.25 0.20 -1.084
C 3.57 1.07 0.61 -0.594
H 3.79 0.72 1.60 0.532
C 3.84 3.56 -1.77 1.082
C 3.51 3.70 -3.11 -0.530
C 3.82 4.87 -3.78 -0.697
C 4.48 5.90 -3.13 -0.489
C 4.82 5.76 -1.79 -0.488
C 4.50 4.60 -1.11 -0.423
H 4.76 4.47 -0.07 0.408
H 5.33 6.56 -1.27 0.367
H 4.72 6.81 -3.66 0.378
H 3.56 4.97 -4.82 0.358
H 3.00 2.91 -3.64 0.249
H 2.38 1.24 -2.41 0.393
H 2.96 -1.68 -0.25 0.491
H 1.61 -1.09 -1.25 0.229
H 1.88 -3.01 1.21 0.462
H 0.62 -2.35 2.27 0.506
H -0.36 -3.96 0.67 0.521
H 0.27 -3.03 -0.69 0.426
C -2.39 -2.61 -0.66 -1.662
C -3.72 -1.92 -0.54 0.315
C -3.99 -0.75 -1.24 -0.124
C -5.20 -0.10 -1.09 -0.706
C -6.16 -0.61 -0.23 -0.477
C -5.91 -1.78 0.47 -0.784
C -4.70 -2.43 0.31 -0.171
H -4.51 -3.35 0.85 0.420
H -6.66 -2.18 1.13 0.392
H -7.11 -0.09 -0.10 0.384
H -5.40 0.81 -1.64 0.383
H -3.25 -0.35 -1.92 0.407
H -2.52 -3.68 -0.48 0.391
H -2.00 -2.47 -1.67 0.655
H -1.42 -2.27 4.57 0.279
H -0.92 -3.97 4.47 0.303
H -2.26 -3.50 5.53 0.434
```